[1]
16
Properties=species:S:1:pos:R:3:lowdin_charge:R:1 method="wB97M-V/def2-TZVPD" total_charge=+1 de_lowest_ev=1.286 homo_energy_ev=-12.114 gap_ev=8.727 molar_mass_da=88.13 energy_ha=-284.32870
N 3.04 -0.41 -1.08 0.1919
N 1.36 0.27 0.38 0.1939
N -2.71 -0.31 1.48 0.0695
C 1.79 -0.20 -0.76 -0.1823
C -1.55 0.76 -0.35 -0.0852
C -2.20 -0.27 0.21 -0.2799
H -1.36 0.82 -1.41 0.0529
H -1.42 1.68 0.22 0.0644
H -2.37 0.38 2.14 0.0990
H -2.73 -1.23 1.90 0.0975
H -2.35 -1.20 -0.33 0.1193
H 0.37 0.55 0.43 0.0714
H 3.29 -0.68 -2.02 0.1410
H 3.80 -0.24 -0.44 0.1435
H 2.00 0.57 1.11 0.1446
H 1.04 -0.48 -1.48 0.1586

[2]
13
Properties=species:S:1:pos:R:3:lowdin_charge:R:1 method="wB97M-V/def2-TZVPD" smiles="C=C=CC.O=C=O" de_lowest_ev=0.784 homo_energy_ev=-9.595 gap_ev=10.248 molar_mass_da=98.10 energy_ha=-344.57311
O 2.76 0.14 -1.03 0.1880
O 2.53 -1.11 0.93 0.1962
C -0.72 -0.23 0.66 -0.1797
C 0.13 1.99 -0.42 0.0078
C 2.64 -0.48 -0.05 -0.4074
C -0.29 0.87 0.12 -0.1337
C -1.64 -1.22 -0.02 -0.0992
H -1.85 -0.91 -1.05 0.0760
H 1.05 2.02 -0.99 0.0441
H -0.43 2.92 -0.31 0.0572
H -2.58 -1.30 0.53 0.0715
H -0.41 -0.47 1.68 0.1084
H -1.19 -2.22 -0.05 0.0708

[3]
6
Properties=species:S:1:pos:R:3:lowdin_charge:R:1 method="wB97M-V/def2-TZVPD" smiles="FPC=S" de_lowest_ev=0.791 homo_energy_ev=-9.072 gap_ev=8.282 molar_mass_da=96.07 energy_ha=-878.67439
S -2.23 0.82 -0.08 0.6141
P 0.41 0.04 -1.13 0.8281
F 1.57 -0.97 -0.56 -0.3954
C -1.08 -0.27 -0.20 -0.9837
H 0.71 1.01 -0.23 -0.0698
H -1.46 -1.17 0.32 0.0066

[4]
12
Properties=species:S:1:pos:R:3:lowdin_charge:R:1 method="wB97M-V/def2-TZVPD" de_lowest_ev=4.375 homo_energy_ev=-8.904 gap_ev=9.217 molar_mass_da=99.09 energy_ha=-360.50863
O -0.24 0.84 -2.83 0.0720
O 0.64 0.48 2.79 0.1016
N 0.47 -0.09 0.57 -0.0368
C -0.25 -1.43 -0.10 0.0426
C -0.01 0.46 1.79 -0.2648
C 0.33 0.31 -1.92 -0.2172
C -0.38 -0.05 -0.64 -0.3172
H -1.03 0.86 1.69 0.1496
H -1.11 -1.60 0.57 0.0348
H -1.27 0.57 -0.49 0.1442
H 1.40 0.02 -1.98 0.1313
H 1.44 -0.36 0.55 0.1599

[5]
90
Properties=species:S:1:pos:R:3:lowdin_charge:R:1 method="wB97M-V/def2-TZVPD" total_charge=-2 de_lowest_ev=0.000 homo_energy_ev=-0.926 gap_ev=5.225 molar_mass_da=758.73 energy_ha=-5503.03241
As 1.54 -2.51 -1.78 0.5985
Ti -0.72 0.93 1.36 1.1355
Si 1.56 -3.77 -3.68 0.0264
Si 1.46 -4.16 -0.16 0.0762
O 0.84 -0.10 1.93 -0.1489
O -1.71 1.92 -0.04 -0.1559
N -2.51 -0.54 3.26 0.0536
N -1.91 -0.72 1.03 -0.0257
N 0.69 1.41 -0.27 -0.0180
N -0.45 2.60 2.44 -0.0557
N 0.15 2.11 -1.36 0.0958
N -1.72 0.57 3.05 -0.1355
C -1.37 3.46 -3.34 -0.0289
C -2.14 4.14 -4.26 -0.1017
C -3.48 4.42 -3.99 -0.1199
C -3.42 -2.37 1.99 -0.0470
C -0.86 2.60 3.77 -0.2383
C -0.91 4.84 1.61 -0.0270
C -1.57 1.43 4.12 -0.2390
C 0.39 -3.63 1.30 -0.2285
C -0.49 6.01 0.99 -0.1011
C -3.52 -2.97 0.78 -0.1219
C -1.12 3.41 6.02 -0.1495
C -2.02 -1.36 -0.16 -0.1601
C -0.64 3.58 4.72 -0.0490
C -4.03 4.01 -2.78 -0.0977
C -2.80 -2.46 -0.34 -0.1195
C -1.80 2.25 6.37 -0.1493
C -3.25 3.33 -1.85 -0.0205
C 1.76 -2.58 -5.14 -0.2792
C 0.83 6.16 0.61 -0.1223
C 1.74 5.14 0.85 -0.0964
C 1.32 3.97 1.48 -0.0248
C -1.92 3.05 -2.13 -0.1311
C 2.68 1.46 -1.69 -0.0475
C 1.96 1.10 -0.43 -0.3455
C 2.90 -0.97 2.65 -0.0137
C -0.01 3.80 1.87 -0.2990
C 2.69 0.42 0.58 -0.0477
C 2.10 -0.16 1.67 -0.4397
C 3.17 -4.54 0.56 -0.2644
C -2.60 -1.20 2.14 -0.3843
C -1.10 2.32 -1.12 -0.4397
C -2.03 1.25 5.42 -0.0481
C 0.77 -5.85 -0.68 -0.2501
C 0.00 -4.77 -4.09 -0.2566
C 2.98 -5.02 -3.88 -0.2598
H -3.66 3.00 -0.90 0.1141
H 2.95 -5.77 -3.08 -0.0062
H -2.16 2.12 7.38 0.0768
H 3.12 -5.25 1.39 0.0088
H 1.92 -3.13 -6.08 0.0066
H 0.51 -4.31 2.15 0.0256
H -2.82 -2.95 -1.30 0.0847
H -0.94 4.18 6.76 0.0759
H 3.73 1.18 -1.62 0.0667
H 3.83 -4.96 -0.21 0.0044
H 1.15 7.07 0.11 0.0847
H -1.41 -0.98 -0.96 0.0872
H 2.02 3.16 1.66 0.1074
H -5.07 4.23 -2.56 0.0924
H 2.77 5.24 0.55 0.0928
H 2.58 2.53 -1.91 0.0701
H -4.13 -3.86 0.67 0.0874
H 2.93 -5.55 -4.84 0.0064
H -0.33 3.22 -3.54 0.1071
H -0.10 -5.63 -3.43 -0.0069
H -0.66 -3.64 1.01 0.0048
H 3.95 -1.02 2.38 0.0739
H -4.08 4.95 -4.71 0.0871
H -0.27 -5.75 -1.00 0.0126
H -2.58 0.35 5.66 0.0845
H 3.73 0.23 0.40 0.0961
H 2.49 -1.98 2.69 0.0696
H -1.71 4.44 -5.21 0.0912
H 0.61 -2.61 1.63 -0.0030
H 1.33 -6.29 -1.51 -0.0067
H 2.79 -0.53 3.64 0.0852
H 3.95 -4.52 -3.81 0.0082
H -3.94 -2.74 2.86 0.0925
H 2.62 -1.91 -4.99 0.0036
H 3.65 -3.62 0.91 -0.0032
H 0.87 -1.96 -5.25 0.0097
H -0.88 -4.14 -3.96 0.0089
H 0.01 -5.13 -5.13 0.0076
H 0.81 -6.55 0.16 0.0127
H -1.95 4.69 1.89 0.1221
H -0.11 4.48 4.44 0.0987
H -1.21 6.79 0.79 0.0911
H 2.22 0.92 -2.52 0.0696

[6]
20
Properties=species:S:1:pos:R:3:lowdin_spin:R:1 method="wB97M-V/def2-TZVPD" de_lowest_ev=4.552 s2=2.0159 homo_energy_ev="-4.999 / -8.312" gap_ev="5.759 / 6.529" spin_multiplicity=3 molar_mass_da=154.23 energy_ha=-783.91699
S 0.56 1.51 -0.58 0.3292
O -0.66 1.43 -1.85 0.2383
C 2.26 1.44 -0.72 0.6345
C 0.06 -2.50 -0.05 0.0017
C -0.87 -2.58 0.98 0.0084
C 0.01 -0.16 0.00 0.0023
C -1.34 -1.36 1.58 0.0016
C 0.54 -1.33 -0.48 0.0083
C -0.10 2.54 0.55 0.6053
C -0.92 -0.18 1.07 0.0176
H 2.60 0.73 -1.52 0.0346
H -1.25 2.61 0.44 0.0214
H 2.69 2.37 -0.93 0.0357
H -1.40 0.80 1.31 0.0099
H -1.97 -1.56 2.45 0.0000
H 0.34 -3.47 -0.54 -0.0002
H -1.52 -3.38 1.30 0.0006
H 0.43 3.57 0.67 0.0211
H 1.47 -1.24 -1.19 0.0008
H -0.93 0.77 -2.50 0.0289